Run P
Density functional theory data (ωB97M-V/def2-TZVPD) for the molecule C3H9N3.

Computed properties:
HOMO   -0.32547 hartree
LUMO energy   0.8 eV
Orbital gap   9.6 eV
Net charge   0
Multiplicity   1
SMILES string   [H]/N=C(\N)NCC

Geometry (Å):
H  -1.6939  -1.4870  1.9098
N  -1.2605  -1.5033  0.9220
C  -0.2296  -0.6818  1.0008
N  0.2292  0.2270  2.0649
N  0.5917  -0.6730  -0.0776
C  0.8136  0.5355  -0.8234
C  -0.4224  0.7833  -1.8739
H  -0.4054  0.2306  2.8435
H  1.3182  -0.1529  2.4560
H  0.2819  -1.5478  -0.5542
H  1.0983  1.3763  -0.0978
H  1.9002  0.3691  -1.2906
H  -1.6534  0.6770  -1.4293
H  -0.2748  1.8324  -2.1555
H  -0.2933  0.0145  -2.8949

Need the Mulliken charges? In units of e they are: atom 1 (H): 0.209, atom 2 (N): -0.699, atom 3 (C): 0.352, atom 4 (N): -0.543, atom 5 (N): -0.252, atom 6 (C): -0.547, atom 7 (C): -0.761, atom 8 (H): 0.273, atom 9 (H): 0.293, atom 10 (H): 0.289, atom 11 (H): 0.338, atom 12 (H): 0.269, atom 13 (H): 0.232, atom 14 (H): 0.311, atom 15 (H): 0.236

Run Q
Density functional theory data (ωB97M-V/def2-TZVPD) for a cluster of 2 separate species, C3H9N3 in total.

Computed properties:
HOMO   -0.31043 hartree
LUMO energy   1.0 eV
Orbital gap   9.4 eV
Net charge   0
Multiplicity   1
SMILES string   [H]/N=C/N.C=CN

Geometry (Å):
H  -1.5227  2.7747  -2.1676
N  -1.4687  2.3863  -1.2296
C  -1.2746  1.1253  -1.3001
N  -1.2553  0.2415  -0.2672
H  -0.9563  0.7282  -2.2746
H  -2.0069  -0.0068  0.3437
H  -0.5631  -0.4798  -0.4132
C  1.2143  -1.9541  -0.0791
C  1.2113  -1.5122  1.1935
N  1.5264  -0.2680  1.6724
H  0.9827  -3.0056  -0.1074
H  1.3969  -1.1796  -0.8117
H  0.8048  -2.1173  1.9980
H  1.5637  0.5548  1.0814
H  1.2940  -0.0605  2.6353

Need the Mulliken charges? In units of e they are: atom 1 (H): 0.261, atom 2 (N): -0.659, atom 3 (C): 0.132, atom 4 (N): -0.375, atom 5 (H): 0.306, atom 6 (H): 0.198, atom 7 (H): 0.152, atom 8 (C): -0.973, atom 9 (C): 0.043, atom 10 (N): -0.407, atom 11 (H): 0.258, atom 12 (H): 0.383, atom 13 (H): 0.262, atom 14 (H): 0.208, atom 15 (H): 0.212

In terms of stability, run Q leads; the second structure lies 25.2 kcal/mol higher.

Run P
Density functional theory data (ωB97M-V/def2-TZVPD) for the molecule C3H9N3.

Computed properties:
HOMO   -0.33066 hartree
LUMO energy   1.0 eV
Orbital gap   10.0 eV
Net charge   0
Multiplicity   1
SMILES string   [H]/N=C\NN(C)C

Geometry (Å):
H  3.0129  0.1665  0.7152
N  2.6542  0.0733  -0.2685
C  1.3672  -0.1466  -0.3119
N  0.3883  -0.2007  0.6471
N  -0.9883  0.0143  0.4358
C  -1.3491  1.3051  -0.2070
C  -1.5878  -1.1321  -0.2439
H  0.9482  -0.3658  -1.3157
H  0.7499  0.1232  1.5977
H  -1.1077  2.1541  0.3915
H  -2.4319  1.3620  -0.2372
H  -0.8154  1.4908  -1.1686
H  -2.7174  -0.8826  -0.2795
H  -1.1579  -1.3759  -1.2313
H  -1.4419  -2.0389  0.4038

Need the Mulliken charges? In units of e they are: atom 1 (H): 0.193, atom 2 (N): -0.638, atom 3 (C): 0.128, atom 4 (N): -0.241, atom 5 (N): -0.163, atom 6 (C): -0.832, atom 7 (C): -0.732, atom 8 (H): 0.284, atom 9 (H): 0.223, atom 10 (H): 0.313, atom 11 (H): 0.342, atom 12 (H): 0.286, atom 13 (H): 0.294, atom 14 (H): 0.285, atom 15 (H): 0.258

Run Q
Density functional theory data (ωB97M-V/def2-TZVPD) for the molecule C3H9N3.

Computed properties:
HOMO   -0.33416 hartree
LUMO energy   1.0 eV
Orbital gap   10.1 eV
Net charge   0
Multiplicity   1
SMILES string   [H]/N=C\NN(C)C

Geometry (Å):
H  -3.0224  -0.0948  -0.7998
N  -2.6402  0.0516  0.1701
C  -1.3506  -0.0766  0.4034
N  -0.3690  -0.3599  -0.5143
N  1.0459  -0.0285  -0.5258
C  1.2310  1.3404  0.0864
C  1.6470  -1.0053  0.2991
H  -1.0028  0.1228  1.4631
H  -0.7384  -0.2534  -1.5110
H  0.8676  2.0636  -0.6595
H  2.2918  1.5696  0.3981
H  0.6791  1.5568  0.9781
H  2.6826  -0.9202  0.2939
H  1.2740  -1.2089  1.3416
H  1.5471  -2.0293  -0.1480

Need the Mulliken charges? In units of e they are: atom 1 (H): 0.196, atom 2 (N): -0.673, atom 3 (C): 0.231, atom 4 (N): -0.294, atom 5 (N): -0.198, atom 6 (C): -0.818, atom 7 (C): -0.825, atom 8 (H): 0.293, atom 9 (H): 0.230, atom 10 (H): 0.289, atom 11 (H): 0.290, atom 12 (H): 0.322, atom 13 (H): 0.390, atom 14 (H): 0.276, atom 15 (H): 0.294

In terms of stability, run P leads; the second structure lies 10.0 kcal/mol higher.

Run P
Density functional theory data (ωB97M-V/def2-TZVPD) for the ion C7H15N2Si with charge +1.

Computed properties:
HOMO   -0.48901 hartree
LUMO energy   -4.7 eV
Orbital gap   8.6 eV
Net charge   +1
Multiplicity   1

Geometry (Å):
C  -0.9275  1.2302  0.2176
C  -0.0818  0.2312  0.0659
C  -2.6915  -0.0473  -0.2252
C  -4.1678  -0.2168  -0.1723
C  2.6141  -0.8357  -1.6117
C  1.9176  -1.4113  1.6343
C  2.4348  1.6253  0.1565
N  -2.3226  1.1314  0.2241
N  -1.8291  -0.9214  -0.5674
Si  1.7218  -0.1834  -0.0817
H  -0.6101  2.2409  0.6314
H  -4.2624  -1.1880  0.3557
H  -4.8281  0.6332  0.3243
H  -4.6069  -0.4217  -1.2043
H  2.2351  -0.7163  -2.6348
H  3.6370  -0.4208  -1.5520
H  2.7869  -1.8910  -1.4515
H  2.2782  -2.4385  1.2715
H  2.6595  -0.9535  2.3878
H  0.9172  -1.3695  1.9935
H  3.5772  1.4619  -0.0148
H  2.2649  2.3252  -0.7259
H  2.1702  2.1067  1.0593
H  -2.9059  1.9085  0.4886
H  -1.9808  -1.8791  -0.5689

Need the Mulliken charges? In units of e they are: atom 1 (C): 0.031, atom 2 (C): -0.102, atom 3 (C): 0.555, atom 4 (C): -0.960, atom 5 (C): -1.063, atom 6 (C): -1.022, atom 7 (C): -1.118, atom 8 (N): -0.066, atom 9 (N): -0.489, atom 10 (Si): 0.576, atom 11 (H): 0.345, atom 12 (H): 0.298, atom 13 (H): 0.275, atom 14 (H): 0.312, atom 15 (H): 0.336, atom 16 (H): 0.311, atom 17 (H): 0.349, atom 18 (H): 0.303, atom 19 (H): 0.316, atom 20 (H): 0.302, atom 21 (H): 0.277, atom 22 (H): 0.335, atom 23 (H): 0.396, atom 24 (H): 0.276, atom 25 (H): 0.226

Run Q
Density functional theory data (ωB97M-V/def2-TZVPD) for a cluster of 2 separate species, C7H15N2Si in total.

Computed properties:
HOMO (spin up / spin down)   -0.43376 / -0.43374 hartree
LUMO energy (spin up / spin down)   -3.7 / -3.7 eV
Orbital gap (spin up / spin down)   8.1 / 8.1 eV
Net charge   +1
Multiplicity   1

Geometry (Å):
C  -0.0340  -0.4459  -0.2643
C  3.1312  1.4135  1.3872
C  2.1638  1.3556  0.4385
C  -2.1050  -2.2298  -0.3487
C  0.4699  -1.8744  -2.0892
C  -0.7331  1.2333  2.3519
C  -0.5127  2.4075  -0.5620
N  0.3320  -0.9643  -1.2188
N  -1.4538  -2.9308  -1.2945
Si  0.2643  1.2898  0.7073
H  4.1368  1.6996  1.0812
H  2.9188  1.0769  2.4889
H  2.5092  1.7018  -0.5121
H  -1.8265  -2.3740  0.6561
H  -3.0367  -1.7785  -0.6256
H  0.3347  -1.6195  -3.0948
H  1.2059  -2.5782  -1.7827
H  -0.4241  0.3122  2.9167
H  -0.6450  2.0259  3.0535
H  -1.8553  1.2718  2.1289
H  -1.5119  2.2102  -0.4677
H  -0.4571  3.4425  -0.3845
H  -0.0294  2.3888  -1.4583
H  -0.8758  -3.7106  -0.9578
H  -1.9662  -3.3235  -2.1492

Need the Mulliken charges? In units of e they are: atom 1 (C): -0.009, atom 2 (C): -0.560, atom 3 (C): -0.259, atom 4 (C): -0.498, atom 5 (C): -0.503, atom 6 (C): -0.996, atom 7 (C): -1.309, atom 8 (N): 0.149, atom 9 (N): -0.332, atom 10 (Si): 0.382, atom 11 (H): 0.279, atom 12 (H): 0.175, atom 13 (H): 0.284, atom 14 (H): 0.363, atom 15 (H): 0.315, atom 16 (H): 0.323, atom 17 (H): 0.332, atom 18 (H): 0.303, atom 19 (H): 0.381, atom 20 (H): 0.304, atom 21 (H): 0.383, atom 22 (H): 0.434, atom 23 (H): 0.426, atom 24 (H): 0.339, atom 25 (H): 0.294

In terms of stability, run P leads; the second structure lies 37.7 kcal/mol higher.

Run P
Density functional theory data (ωB97M-V/def2-TZVPD) for a cluster of 3 separate species, CH10N3Si in total.

Computed properties:
HOMO   -0.51327 hartree
LUMO energy   -4.9 eV
Orbital gap   9.0 eV
Net charge   +1
Multiplicity   1

Geometry (Å):
C  -0.8614  -0.9588  0.1276
N  0.4262  -1.2820  0.1410
N  -1.8000  -1.8980  0.1866
N  2.5561  0.5347  -0.2059
Si  -1.8782  1.5032  -0.0807
H  1.1061  -0.5327  -0.0500
H  0.7756  -2.2417  0.3202
H  -1.4553  -2.9275  0.2772
H  -2.5581  -1.7162  0.8247
H  2.2842  1.4350  -0.4886
H  3.0527  -0.0245  -0.9415
H  2.8488  0.5681  0.7168
H  -3.1594  2.1826  0.4804
H  -0.5587  2.0687  0.1231
H  -2.1021  1.2196  -1.4378

Need the Mulliken charges? In units of e they are: atom 1 (C): 0.057, atom 2 (N): -0.210, atom 3 (N): -0.395, atom 4 (N): -0.874, atom 5 (Si): 0.589, atom 6 (H): 0.417, atom 7 (H): 0.222, atom 8 (H): 0.239, atom 9 (H): 0.293, atom 10 (H): 0.224, atom 11 (H): 0.263, atom 12 (H): 0.233, atom 13 (H): 0.019, atom 14 (H): -0.055, atom 15 (H): -0.022

Run Q
Density functional theory data (ωB97M-V/def2-TZVPD) for a cluster of 2 separate species, CH10N3Si in total.

Computed properties:
HOMO   -0.53681 hartree
LUMO energy   -3.2 eV
Orbital gap   11.4 eV
Net charge   +1
Multiplicity   1

Geometry (Å):
C  1.4036  -0.3932  0.2197
N  2.6069  0.0123  0.5564
N  0.8475  -0.0259  -0.8898
N  -1.7554  -0.2623  -0.9394
Si  -1.7760  0.3831  0.6993
H  3.0913  -0.3141  1.3753
H  3.1050  0.6685  -0.0327
H  1.3066  0.6626  -1.4749
H  -0.1879  -0.2227  -1.0907
H  -2.1015  -1.2059  -1.0400
H  0.9010  -1.1115  0.8472
H  -2.2303  0.3015  -1.6296
H  -3.1057  0.5661  1.2592
H  -1.1051  -0.6725  1.4631
H  -1.0001  1.6141  0.6768

Need the Mulliken charges? In units of e they are: atom 1 (C): 0.233, atom 2 (N): -0.325, atom 3 (N): -0.313, atom 4 (N): -0.726, atom 5 (Si): 0.455, atom 6 (H): 0.247, atom 7 (H): 0.221, atom 8 (H): 0.197, atom 9 (H): 0.416, atom 10 (H): 0.284, atom 11 (H): 0.363, atom 12 (H): 0.275, atom 13 (H): -0.109, atom 14 (H): -0.142, atom 15 (H): -0.074

In terms of stability, run Q leads; the second structure lies 69.8 kcal/mol higher.

Run P
Density functional theory data (ωB97M-V/def2-TZVPD) for a cluster of 3 separate species, C4H13NO2 in total.

Computed properties:
HOMO   -0.32341 hartree
LUMO energy   0.5 eV
Orbital gap   9.3 eV
Net charge   0
Multiplicity   1
SMILES string   C1CCNC1.O.O

Geometry (Å):
C  -1.6684  0.3493  -1.9574
C  -2.0889  1.8294  -2.1036
C  -0.7268  2.4751  -2.0776
N  -0.0502  1.8541  -0.9190
C  -0.5513  0.4477  -0.9318
H  -2.3064  -0.5147  -1.7796
H  -1.2304  0.0889  -2.9368
H  -2.6500  2.0213  -3.0118
H  -2.6103  2.0279  -1.1595
H  -0.7258  3.5700  -2.0282
H  -0.2148  2.3253  -3.0441
H  0.9497  1.8875  -1.0833
H  0.2680  -0.2699  -0.9117
H  -1.1218  0.2905  -0.0080
O  0.8191  -4.4321  2.2841
H  0.6480  -3.5329  2.0656
H  1.5304  -4.7973  1.7271
O  3.8061  -1.5913  6.2409
H  4.4262  -1.5150  5.5208
H  3.4976  -2.5138  6.1142

Need the Mulliken charges? In units of e they are: atom 1 (C): -0.714, atom 2 (C): -0.490, atom 3 (C): -0.559, atom 4 (N): -0.442, atom 5 (C): -0.435, atom 6 (H): 0.353, atom 7 (H): 0.259, atom 8 (H): 0.335, atom 9 (H): 0.257, atom 10 (H): 0.339, atom 11 (H): 0.282, atom 12 (H): 0.285, atom 13 (H): 0.308, atom 14 (H): 0.222, atom 15 (O): -0.640, atom 16 (H): 0.316, atom 17 (H): 0.324, atom 18 (O): -0.638, atom 19 (H): 0.314, atom 20 (H): 0.324

Run Q
Density functional theory data (ωB97M-V/def2-TZVPD) for a cluster of 3 separate species, C4H13NO2 in total.

Computed properties:
HOMO   -0.30600 hartree
LUMO energy   0.7 eV
Orbital gap   9.0 eV
Net charge   0
Multiplicity   1
SMILES string   C=C(N)CC.O.O

Geometry (Å):
C  0.5113  0.6642  -0.2897
C  1.4425  0.0994  0.4780
N  1.7954  0.5928  1.7392
C  2.0823  -1.2462  0.1973
C  1.8228  -1.8029  -1.1965
H  0.1972  0.2502  -1.2385
H  0.0844  1.6485  -0.1342
H  2.2456  -0.1238  2.3029
H  1.0899  1.0204  2.3166
H  1.6188  -1.8995  0.9406
H  3.1631  -1.2362  0.3206
H  0.7781  -1.7695  -1.5293
H  2.3796  -1.2529  -1.9534
H  2.0010  -2.8733  -1.2961
O  -3.1905  1.7391  -1.4327
H  -2.9711  2.2075  -2.2480
H  -2.4383  1.9514  -0.8368
O  -4.0046  0.8498  1.5601
H  -4.7405  0.2307  1.6824
H  -3.8671  0.9502  0.6175

Need the Mulliken charges? In units of e they are: atom 1 (C): -1.043, atom 2 (C): 0.685, atom 3 (N): -0.570, atom 4 (C): -0.230, atom 5 (C): -1.435, atom 6 (H): 0.170, atom 7 (H): 0.274, atom 8 (H): 0.257, atom 9 (H): 0.224, atom 10 (H): 0.310, atom 11 (H): 0.315, atom 12 (H): 0.349, atom 13 (H): 0.353, atom 14 (H): 0.345, atom 15 (O): -0.658, atom 16 (H): 0.309, atom 17 (H): 0.308, atom 18 (O): -0.633, atom 19 (H): 0.321, atom 20 (H): 0.349

In terms of stability, run Q leads; the second structure lies 7.2 kcal/mol higher.

Run P
Density functional theory data (ωB97M-V/def2-TZVPD) for a cluster of 2 separate species, C2H4ClN in total.

Computed properties:
HOMO (spin up / spin down)   -0.30883 / -0.37197 hartree
LUMO energy (spin up / spin down)   -0.6 / -0.2 eV
Orbital gap (spin up / spin down)   7.8 / 9.9 eV
Net charge   0
Multiplicity   1

Geometry (Å):
C  0.3672  -0.2060  -0.7895
C  -0.6452  0.1399  0.1594
N  0.1418  -1.0326  0.4116
Cl  -2.2388  0.3105  0.0178
H  0.1847  -0.5558  -1.7546
H  1.2049  0.3794  -0.8440
H  0.1904  1.9471  1.5073
H  0.7950  -0.9825  1.2921

Need the Mulliken charges? In units of e they are: atom 1 (C): -0.333, atom 2 (C): 0.128, atom 3 (N): -0.486, atom 4 (Cl): -0.114, atom 5 (H): 0.264, atom 6 (H): 0.230, atom 7 (H): 0.022, atom 8 (H): 0.290

Run Q
Density functional theory data (ωB97M-V/def2-TZVPD) for a cluster of 2 separate species, C2H4ClN in total.

Computed properties:
HOMO   -0.32964 hartree
LUMO energy   -0.8 eV
Orbital gap   8.2 eV
Net charge   0
Multiplicity   1

Geometry (Å):
C  0.6410  0.7261  1.0206
C  -0.3005  -0.9671  -0.3664
N  0.1528  -0.3205  0.7863
Cl  -0.0731  2.2709  -1.1601
H  0.8425  1.5507  1.5880
H  -1.1695  -1.5530  -0.1142
H  0.4262  -1.6036  -0.7168
H  -0.5195  -0.1036  -1.0373

Need the Mulliken charges? In units of e they are: atom 1 (C): 0.095, atom 2 (C): -0.445, atom 3 (N): -0.112, atom 4 (Cl): -0.642, atom 5 (H): 0.391, atom 6 (H): 0.219, atom 7 (H): 0.263, atom 8 (H): 0.231

Run R
Density functional theory data (ωB97M-V/def2-TZVPD) for a cluster of 2 separate species, C2H4ClN in total.

Computed properties:
HOMO   -0.34455 hartree
LUMO energy   -0.4 eV
Orbital gap   9.0 eV
Net charge   0
Multiplicity   1

Geometry (Å):
C  -0.6173  0.9133  0.8148
C  0.4615  -0.3321  -0.9546
N  -0.1274  0.7309  -0.2469
Cl  -0.5133  -1.1463  2.3258
H  -1.0694  1.6203  1.4569
H  0.3047  -0.1617  -2.0193
H  0.0301  -1.2812  -0.6302
H  1.5312  -0.3431  -0.7466

Need the Mulliken charges? In units of e they are: atom 1 (C): 0.115, atom 2 (C): -0.637, atom 3 (N): -0.188, atom 4 (Cl): -0.551, atom 5 (H): 0.393, atom 6 (H): 0.256, atom 7 (H): 0.329, atom 8 (H): 0.282

In terms of stability, run R leads; the second structure lies 13.4 kcal/mol higher.